This record from OMol25 describes C4H8FN in the gas phase in a non-equilibrium geometry. The level of theory is wB97M-V/def2-TZVPD.

* HOMO: -9.61 eV
* molar mass: 89.11 u
* frontier orbital gap: 10.65 eV
* spin multiplicity: 1
* SMILES string: NC/C=C/CF
* net charge: 0
* E_LUMO: 1.04 eV
* ΔE to the lowest compared entry with this formula, charge and spin: 110.25 kJ/mol
* total energy: -8483.8951 eV

Each atom is followed by the atoms it is bonded to, with distances in Å.
Element x y z (Å)
1 N -1.101 -1.429 -1.702  C2 1.497, H7 1.019, H8 1.030
2 C -1.263 -1.649 -0.229  N1 1.497, C3 1.523, H9 1.076, H10 1.091
3 C -0.503 -0.558 0.512  C2 1.523, C4 1.336, H11 1.081
4 C 0.273 0.393 -0.015  C3 1.336, C5 1.474, H12 1.129
5 C 0.692 1.668 0.594  C4 1.474, F6 1.407, H13 1.104, H14 1.103
6 F 2.034 1.522 0.989  C5 1.407
7 H -1.546 -0.517 -1.795  N1 1.019
8 H -1.787 -2.012 -2.201  N1 1.030
9 H -2.278 -1.591 0.124  C2 1.076
10 H -0.851 -2.624 0.035  C2 1.091
11 H -0.735 -0.536 1.568  C3 1.081
12 H 0.698 0.274 -1.055  C4 1.129
13 H 0.690 2.337 -0.285  C5 1.104
14 H 0.014 1.847 1.445  C5 1.103

These are the Mulliken partial charges, in e, on atoms 1 to 5:
1. N -0.654
2. C -0.502
3. C -0.419
4. C -0.102
5. C -0.244

This record from OMol25 describes 2 unconnected molecules or ions with the total composition C4H8FN2 in a non-equilibrium geometry. The level of theory is wB97M-V/def2-TZVPD.

* HOMO: -14.67 eV
* molar mass: 103.12 u
* frontier orbital gap: 9.55 eV
* spin multiplicity: 1
* net charge: +1
* E_LUMO: -5.11 eV
* ΔE to the lowest compared entry with this formula, charge and spin: 438.61 kJ/mol
* total energy: -9964.2792 eV

Each atom is followed by the atoms it is bonded to, with distances in Å.
Element x y z (Å)
1 C 3.305 0.855 0.018  C2 1.283, H8 1.062, H9 1.057
2 C 2.607 -0.220 -0.032  C1 1.283, F7 1.259
3 C 0.170 0.025 -0.116  N5 1.316, N6 1.321
4 C -1.906 -1.145 0.195  N5 1.422, H10 1.161, H11 1.158, H12 1.132
5 N -0.585 -1.034 -0.319  C3 1.316, C4 1.422, H13 1.038
6 N -0.287 1.157 0.388  C3 1.321, H14 0.940, H15 0.999
7 F 2.721 -1.457 0.178  C2 1.259
8 H 4.270 0.798 0.457  C1 1.062
9 H 3.128 1.835 -0.336  C1 1.057
10 H -1.838 -1.034 1.349  C4 1.161
11 H -2.613 -0.294 -0.144  C4 1.158
12 H -2.349 -2.154 -0.063  C4 1.132
13 H -0.051 -1.874 -0.611  N5 1.038
14 H 0.264 1.884 0.163  N6 0.940
15 H -1.276 1.197 0.521  N6 0.999

These are the Mulliken partial charges, in e, on atoms 1 to 5:
1. C -0.528
2. C 0.495
3. C 0.129
4. C -0.934
5. N -0.102

This record from OMol25 describes 2 unconnected molecules or ions with the total composition C4H8FNO in a non-equilibrium geometry. The level of theory is wB97M-V/def2-TZVPD.

* HOMO: -10.00 eV
* molar mass: 105.11 u
* frontier orbital gap: 10.84 eV
* spin multiplicity: 1
* SMILES string: C=CC(C)=O.NF
* net charge: 0
* E_LUMO: 0.84 eV
* ΔE to the lowest compared entry with this formula, charge and spin: 336.04 kJ/mol
* total energy: -10529.0208 eV

Each atom is followed by the atoms it is bonded to, with distances in Å.
Element x y z (Å)
1 C -0.691 -1.758 0.345  C2 1.335, H6 1.073, H7 1.067
2 C -0.366 -0.471 0.208  C1 1.335, C3 1.541, H8 1.086
3 C 0.963 -0.102 -0.478  C2 1.541, C4 1.508, O5 1.205
4 C 2.208 -0.313 0.347  C3 1.508, H9 1.075, H10 1.086, H11 1.164
5 O 1.041 0.279 -1.619  C3 1.205
6 H -0.216 -2.501 -0.266  C1 1.073
7 H -1.638 -2.164 0.622  C1 1.067
8 H -0.905 0.291 0.764  C2 1.086
9 H 1.944 -0.226 1.385  C4 1.075
10 H 2.632 -1.279 0.089  C4 1.086
11 H 3.068 0.342 -0.083  C4 1.164
12 N -2.312 1.972 -0.467  F13 1.432, H14 1.068, H15 1.040
13 F -2.065 2.199 0.924  N12 1.432
14 H -1.848 1.047 -0.732  N12 1.068
15 H -1.815 2.684 -1.040  N12 1.040

These are the Mulliken partial charges, in e, on atoms 1 to 5:
1. C -0.844
2. C -0.505
3. C 0.635
4. C -0.993
5. O -0.538

This record from OMol25 describes C4H8FNO in the gas phase in a non-equilibrium geometry. The level of theory is wB97M-V/def2-TZVPD.

* HOMO: -8.91 eV
* molar mass: 105.11 u
* frontier orbital gap: 9.80 eV
* spin multiplicity: 1
* SMILES string: O[C@@H]1CNC[C@@H]1F
* net charge: 0
* E_LUMO: 0.89 eV
* ΔE to the lowest compared entry with this formula, charge and spin: 33.50 kJ/mol
* total energy: -10532.1564 eV

Each atom is followed by the atoms it is bonded to, with distances in Å.
Element x y z (Å)
1 O 2.232 -0.271 -0.228  C2 1.385, H8 0.950
2 C 0.967 -0.324 0.335  O1 1.385, C3 1.529, C6 1.545, H9 1.111
3 C -0.029 -1.263 -0.346  C2 1.529, N4 1.509, H10 1.121, H11 1.090
4 N -1.201 -0.386 -0.710  C3 1.509, C5 1.464, H12 1.011
5 C -1.249 0.760 0.201  N4 1.464, C6 1.518, H13 1.116, H14 1.114
6 C 0.236 1.037 0.355  C2 1.545, C5 1.518, F7 1.401, H15 1.112
7 F 0.680 1.726 -0.781  C6 1.401
8 H 2.257 0.484 -0.805  O1 0.950
9 H 1.147 -0.699 1.366  C2 1.111
10 H -0.421 -2.046 0.354  C3 1.121
11 H 0.444 -1.735 -1.207  C3 1.090
12 H -2.045 -0.943 -0.716  N4 1.011
13 H -1.813 1.616 -0.239  C5 1.116
14 H -1.696 0.414 1.161  C5 1.114
15 H 0.491 1.630 1.260  C6 1.112

These are the Mulliken partial charges, in e, on atoms 1 to 5:
1. O -0.547
2. C -0.002
3. C -0.542
4. N -0.477
5. C -0.604

This record from OMol25 describes C4H8FNO in the gas phase in a non-equilibrium geometry. The level of theory is wB97M-V/def2-TZVPD.

* HOMO: -9.96 eV
* molar mass: 105.11 u
* frontier orbital gap: 10.83 eV
* spin multiplicity: 1
* SMILES string: CC(=O)[C@](C)(N)F
* net charge: 0
* E_LUMO: 0.87 eV
* ΔE to the lowest compared entry with this formula, charge and spin: 45.86 kJ/mol
* total energy: -10532.0283 eV

Each atom is followed by the atoms it is bonded to, with distances in Å.
Element x y z (Å)
1 C -1.739 1.105 0.394  C2 1.541, H8 1.065, H9 1.171, H10 1.122
2 C -0.986 -0.096 -0.211  C1 1.541, O3 1.213, C4 1.598
3 O -1.621 -0.992 -0.726  C2 1.213
4 C 0.590 -0.076 0.048  C2 1.598, C5 1.547, N6 1.534, F7 1.410
5 C 1.413 -1.168 -0.675  C4 1.547, H11 1.061, H12 1.135, H13 1.106
6 N 0.973 -0.163 1.532  C4 1.534, H14 0.938, H15 0.989
7 F 0.984 1.210 -0.373  C4 1.410
8 H -2.091 0.753 1.336  C1 1.065
9 H -0.957 1.952 0.599  C1 1.171
10 H -2.672 1.404 -0.153  C1 1.122
11 H 0.798 -2.016 -0.842  C5 1.061
12 H 1.784 -0.779 -1.675  C5 1.135
13 H 2.249 -1.524 -0.046  C5 1.106
14 H 0.177 0.039 1.986  N6 0.938
15 H 1.627 0.550 1.741  N6 0.989

These are the Mulliken partial charges, in e, on atoms 1 to 5:
1. C -1.048
2. C 0.428
3. O -0.528
4. C 1.062
5. C -1.306

This record from OMol25 describes 2 unconnected molecules or ions with the total composition C4H8FNO in a non-equilibrium geometry. The level of theory is wB97M-V/def2-TZVPD.

* HOMO (spin up / spin down): -7.31 / -9.44 eV
* <S²>: 2.012
* molar mass: 105.11 u
* frontier orbital gap (spin up / spin down): 8.18 / 7.87 eV
* spin multiplicity: 3
* net charge: 0
* E_LUMO (spin up / spin down): 0.87 / -1.58 eV
* ΔE to the lowest compared entry with this formula, charge and spin: 108.85 kJ/mol
* total energy: -10527.9369 eV

Each atom is followed by the atoms it is bonded to, with distances in Å.
Element x y z (Å)
1 C 0.851 0.103 0.437  C2 1.523, C4 1.550, O6 1.225
2 C 1.765 0.901 -0.483  C1 1.523, H8 1.083, H9 1.082, H10 1.037
3 C -1.574 -0.133 1.426  C4 1.527, H11 1.212, H12 1.091, H13 1.098
4 C -0.671 0.359 0.297  C1 1.550, C3 1.527, F7 1.320
5 N -0.734 -1.294 -1.400  H14 0.962, H15 1.007
6 O 1.267 -0.809 1.142  C1 1.225
7 F -0.969 1.538 -0.216  C4 1.320
8 H 1.215 1.609 -1.091  C2 1.083
9 H 2.287 1.450 0.289  C2 1.082
10 H 2.493 0.394 -1.020  C2 1.037
11 H -1.251 0.664 2.280  C3 1.212
12 H -2.616 0.071 1.173  C3 1.091
13 H -1.599 -1.183 1.747  C3 1.098
14 H -0.249 -2.073 -1.109  N5 0.962
15 H -0.504 -0.949 -2.317  N5 1.007

These are the Mulliken partial charges, in e, on atoms 1 to 5:
1. C 0.568
2. C -1.107
3. C -1.022
4. C 0.560
5. N -0.442

This record from OMol25 describes 2 unconnected molecules or ions with the total composition C4H8FP in a non-equilibrium geometry. The level of theory is wB97M-V/def2-TZVPD.

* HOMO: -10.35 eV
* molar mass: 106.08 u
* frontier orbital gap: 10.75 eV
* spin multiplicity: 1
* SMILES string: CCCF.C#P
* net charge: 0
* E_LUMO: 0.41 eV
* ΔE to the lowest compared entry with this formula, charge and spin: 68.95 kJ/mol
* total energy: -16281.8792 eV

Each atom is followed by the atoms it is bonded to, with distances in Å.
Element x y z (Å)
1 C 0.938 1.010 -1.474  C2 1.525, H5 1.088, H6 1.086, H7 1.087
2 C 0.475 -0.430 -1.279  C1 1.525, C3 1.520, H8 1.092, H9 1.091
3 C 1.010 -1.011 0.020  C2 1.520, F4 1.377, H10 1.095, H11 1.094
4 F 2.386 -1.073 -0.005  C3 1.377
5 H 0.509 1.652 -0.708  C1 1.088
6 H 0.632 1.381 -2.448  C1 1.086
7 H 2.022 1.064 -1.405  C1 1.087
8 H 0.819 -1.048 -2.111  C2 1.092
9 H -0.614 -0.477 -1.244  C2 1.091
10 H 0.744 -0.382 0.876  C3 1.095
11 H 0.658 -2.034 0.186  C3 1.094
12 C -3.351 0.433 3.156  P13 1.547, H14 1.055
13 P -1.833 0.513 3.442  C12 1.547
14 H -4.393 0.403 2.995  C12 1.055

These are the Mulliken partial charges, in e, on atoms 1 to 5:
1. C -1.097
2. C -0.342
3. C -0.197
4. F -0.300
5. H 0.314

This record from OMol25 describes 2 unconnected molecules or ions with the total composition C4H8IN2 in a non-equilibrium geometry. The level of theory is wB97M-V/def2-TZVPD.

* HOMO: -13.91 eV
* molar mass: 211.03 u
* frontier orbital gap: 9.24 eV
* spin multiplicity: 1
* net charge: +1
* E_LUMO: -4.67 eV
* ΔE to the lowest compared entry with this formula, charge and spin: 346.06 kJ/mol
* total energy: -15348.5198 eV

Each atom is followed by the atoms it is bonded to, with distances in Å.
Element x y z (Å)
1 C 0.999 -1.830 0.655  C3 1.477, N5 1.258, H8 1.076
2 C -0.657 -1.002 -0.554  N5 1.408, N6 1.537, H9 1.093, H10 1.095
3 C 1.349 -0.399 0.551  C1 1.477, N6 1.482, I7 2.123
4 C -0.327 1.411 0.116  N6 1.472, H12 1.089, H13 1.089, H14 1.089
5 N -0.072 -2.126 0.063  C1 1.258, C2 1.408
6 N 0.316 0.170 -0.345  C2 1.537, C3 1.482, C4 1.472, H15 1.028
7 I 3.337 0.199 0.109  C3 2.123
8 H 1.581 -2.556 1.194  C1 1.076
9 H -0.822 -1.191 -1.618  C2 1.093
10 H -1.619 -0.783 -0.079  C2 1.095
11 H 1.051 0.213 2.157  no bonds
12 H -0.841 1.231 1.059  C4 1.089
13 H 0.422 2.189 0.260  C4 1.089
14 H -1.049 1.748 -0.628  C4 1.089
15 H 0.769 0.389 -1.241  N6 1.028

These are the Mulliken partial charges, in e, on atoms 1 to 5:
1. C -0.014
2. C -0.400
3. C -0.620
4. C -1.033
5. N -0.379

This record from OMol25 describes a gas-phase ion, C4H8IN2 (charge +1) in a non-equilibrium geometry. The level of theory is wB97M-V/def2-TZVPD.

* HOMO: -13.81 eV
* molar mass: 211.03 u
* frontier orbital gap: 9.78 eV
* spin multiplicity: 1
* SMILES string: CN1C[C@]12[NH2+][C@H]2I
* net charge: +1
* E_LUMO: -4.04 eV
* ΔE to the lowest compared entry with this formula, charge and spin: 396.18 kJ/mol
* total energy: -15348.0003 eV

Each atom is followed by the atoms it is bonded to, with distances in Å.
Element x y z (Å)
1 C -1.606 -0.337 -0.438  N2 1.440, H8 1.113, H9 1.111, H10 1.069
2 N -0.532 -0.143 0.501  C1 1.440, C3 1.498, C4 1.384
3 C 0.460 -1.245 0.710  N2 1.498, C4 1.449, H11 1.110, H12 1.022
4 C 0.750 -0.020 -0.008  N2 1.384, C3 1.449, N5 1.537, C6 1.476
5 N 1.825 0.963 0.483  C4 1.537, C6 1.413, H13 1.041, H14 1.045
6 C 1.614 0.777 -0.901  C4 1.476, N5 1.413, I7 2.155, H15 1.132
7 I 3.089 -0.308 -2.039  C6 2.155
8 H -2.196 0.593 -0.598  C1 1.113
9 H -1.426 -0.534 -1.517  C1 1.111
10 H -2.382 -0.879 0.060  C1 1.069
11 H 0.334 -2.249 0.254  C3 1.110
12 H 0.802 -1.427 1.657  C3 1.022
13 H 2.594 0.561 1.058  N5 1.041
14 H 1.682 1.851 1.016  N5 1.045
15 H 1.268 1.612 -1.582  C6 1.132

These are the Mulliken partial charges, in e, on atoms 1 to 5:
1. C -0.906
2. N -0.215
3. C -0.382
4. C 0.412
5. N -0.232

This record from OMol25 describes 2 unconnected molecules or ions with the total composition C4H8IN2 in a non-equilibrium geometry. The level of theory is wB97M-V/def2-TZVPD.

* HOMO: -13.53 eV
* molar mass: 211.03 u
* frontier orbital gap: 8.22 eV
* spin multiplicity: 1
* net charge: +1
* E_LUMO: -5.30 eV
* ΔE to the lowest compared entry with this formula, charge and spin: 525.42 kJ/mol
* total energy: -15346.6608 eV

Each atom is followed by the atoms it is bonded to, with distances in Å.
Element x y z (Å)
1 C -0.683 0.350 -1.358  C3 1.485, N5 1.443, H8 1.100, H9 1.040
2 C 0.463 -1.409 0.513  C3 1.430, N6 1.331, I7 2.559
3 C 0.045 -0.248 -0.210  C1 1.485, C2 1.430, N5 1.321, I7 2.381
4 C -0.521 2.201 0.604  N5 1.470, H11 1.023, H12 1.144, H13 0.980
5 N -0.629 0.871 -0.013  C1 1.443, C3 1.321, C4 1.470
6 N 0.445 -2.671 0.094  C2 1.331, H14 1.003, H15 1.003
7 I 2.390 0.157 -0.106  C2 2.559, C3 2.381
8 H 0.029 0.870 -2.016  C1 1.100
9 H -1.565 -0.129 -1.631  C1 1.040
10 H 0.466 -1.134 2.082  no bonds
11 H -0.453 1.956 1.595  C4 1.023
12 H 0.420 2.624 0.111  C4 1.144
13 H -1.361 2.695 0.498  C4 0.980
14 H -0.147 -2.841 -0.698  N6 1.003
15 H 1.099 -3.291 0.533  N6 1.003

These are the Mulliken partial charges, in e, on atoms 1 to 5:
1. C -0.172
2. C -0.334
3. C 0.086
4. C -0.763
5. N -0.142

This record from OMol25 describes 3 unconnected molecules or ions with the total composition C4H8INO2 in a non-equilibrium geometry. The level of theory is wB97M-V/def2-TZVPD.

* HOMO: -9.77 eV
* molar mass: 229.02 u
* frontier orbital gap: 10.25 eV
* spin multiplicity: 1
* SMILES string: CC(C)=O.N=C=O.I
* net charge: 0
* E_LUMO: 0.48 eV
* ΔE to the lowest compared entry with this formula, charge and spin: 168.11 kJ/mol
* total energy: -17962.2971 eV

Each atom is followed by the atoms it is bonded to, with distances in Å.
Element x y z (Å)
1 C -0.463 1.243 1.187  C2 1.618, H5 1.069, H6 1.092, H7 1.063
2 C -0.226 0.624 -0.288  C1 1.618, C3 1.496, O4 1.223
3 C -1.283 1.116 -1.226  C2 1.496, H8 1.082, H9 1.135, H10 1.171
4 O 0.866 0.132 -0.539  C2 1.223
5 H -1.254 1.960 1.130  C1 1.069
6 H -0.724 0.391 1.819  C1 1.092
7 H 0.457 1.599 1.580  C1 1.063
8 H -1.145 0.899 -2.277  C3 1.082
9 H -1.262 2.243 -1.090  C3 1.135
10 H -2.372 0.705 -1.095  C3 1.171
11 N 0.377 -2.607 0.137  C12 1.171, H14 1.049
12 C -0.532 -1.922 -0.138  N11 1.171, O13 1.146
13 O -1.604 -1.549 -0.303  C12 1.146
14 H 1.399 -2.617 -0.099  N11 1.049
15 I 3.923 -1.770 0.162  H16 1.588
16 H 3.844 -0.447 1.039  I15 1.588

These are the Mulliken partial charges, in e, on atoms 1 to 5:
1. C -1.002
2. C 0.838
3. C -1.254
4. O -0.503
5. H 0.377

This record from OMol25 describes C4H8INSi in the gas phase in a non-equilibrium geometry. The level of theory is wB97M-V/def2-TZVPD.

* HOMO: -9.68 eV
* molar mass: 225.11 u
* frontier orbital gap: 9.64 eV
* spin multiplicity: 1
* SMILES string: C[Si](C)(C#N)CI
* net charge: 0
* E_LUMO: -0.05 eV
* ΔE to the lowest compared entry with this formula, charge and spin: 0.00 kJ/mol
* total energy: -21745.9793 eV

Each atom is followed by the atoms it is bonded to, with distances in Å.
Element x y z (Å)
1 C -0.870 -1.710 0.115  Si2 1.917, H8 1.114, H9 1.158, H10 1.028
2 Si -0.644 0.190 0.224  C1 1.917, C3 1.933, C4 1.852, C6 1.941
3 C 0.902 0.942 1.109  Si2 1.933, H11 1.152, H12 1.092, H13 1.115
4 C -1.875 0.469 1.578  Si2 1.852, N5 1.164
5 N -2.605 0.719 2.450  C4 1.164
6 C -1.160 1.290 -1.291  Si2 1.941, I7 2.182, H14 1.141, H15 1.190
7 I -2.826 0.501 -2.456  C6 2.182
8 H -0.085 -2.330 -0.377  C1 1.114
9 H -1.058 -2.220 1.137  C1 1.158
10 H -1.737 -1.991 -0.363  C1 1.028
11 H 0.693 1.026 2.239  C3 1.152
12 H 1.758 0.267 1.052  C3 1.092
13 H 1.215 1.894 0.617  C3 1.115
14 H -0.223 1.274 -1.942  C6 1.141
15 H -1.335 2.384 -0.857  C6 1.190

These are the Mulliken partial charges, in e, on atoms 1 to 5:
1. C -1.073
2. Si 0.406
3. C -1.031
4. C 0.272
5. N -0.470